(1)
9
Properties=species:S:1:pos:R:3:forces:R:3 method="wB97M-V/def2-TZVPD" relative_energy_ev=4.703 gap_ev="9.1 / 9.1" homo_ev="-9.6 / -9.6" largest_force_ha_per_bohr=0.1261
S -1.53934 -1.30847 -0.02685 0.61 0.43 -0.69
O 2.16973 0.15556 -0.66869 3.62 1.49 -1.73
O 1.45980 -1.12311 0.94912 1.13 -0.40 0.50
N -0.20719 2.18599 0.72012 -0.38 0.39 0.24
N 1.44806 -0.41158 0.01050 -6.40 -0.89 0.51
C -0.43657 1.22578 0.13385 0.28 1.44 0.51
C -0.40616 0.02970 -0.56548 0.38 -2.94 2.94
H -2.23649 -0.83065 1.03455 0.64 0.48 -0.34
H -0.25185 0.07679 -1.58712 0.13 0.00 -1.94



(2)
9
Properties=species:S:1:pos:R:3:forces:R:3 method="wB97M-V/def2-TZVPD" smiles="O=c1cnsn1O" relative_energy_ev=2.485 gap_ev=9.0 homo_ev=-8.9 largest_force_ha_per_bohr=0.0681
S -0.08992 -0.60121 1.80655 -0.06 0.70 0.86
O -0.19349 -2.12070 -0.38607 -0.17 0.02 2.67
O 0.01338 0.15959 -1.81875 0.01 0.29 -1.51
N -0.04906 -0.87832 0.20018 0.13 1.27 -1.10
N 0.04552 1.02276 1.57591 0.22 -0.65 1.70
C 0.03512 0.29753 -0.63027 0.23 -1.78 2.34
C 0.17395 1.37615 0.36105 -0.84 2.81 -1.66
H -0.09652 -1.80048 -1.24753 0.19 0.18 -3.49
H 0.16102 2.54468 0.13892 0.28 -2.85 0.19